Molecular formula: CH3I2NS
Method: DFT, the ωB97M-V functional and the def2-TZVPD basis

Results
HOMO energy (spin up / spin down)	-0.3226 / -0.3338	Ha
Kohn-Sham gap (spin up / spin down)	7.0 / 7.5	eV
energy relative to the best compared isomer or geometry (same formula, charge and spin)	71.6	kcal per mole

ORCA input file:
```
! wB97M-V def2-TZVPD RIJCOSX def2/J DEFGRID3
* xyz 0 1
C -0.330 0.144 1.452
N 0.397 -0.794 -2.186
S -0.678 -1.217 0.351
I -1.109 0.379 -2.975
I 2.186 -0.054 -1.800
H -0.287 -0.167 2.437
H -0.933 1.033 1.364
H 0.755 0.675 1.357
*
```



Molecular formula: CH3I2O2P
Method: DFT, the ωB97M-V functional and the def2-TZVPD basis

Results
HOMO energy	-0.3755	Ha
Kohn-Sham gap	8.4	eV
energy relative to the best compared isomer or geometry (same formula, charge and spin)	34.2	kcal per mole

ORCA input file:
```
! wB97M-V def2-TZVPD RIJCOSX def2/J DEFGRID3
* xyz 0 1
C 0.089 -0.198 -0.114
O 3.530 -2.473 0.025
O 0.919 -1.265 -0.517
P 2.761 -1.300 0.295
I 2.323 -0.557 2.593
I 3.825 0.576 -0.848
H -0.366 0.383 -0.952
H 0.660 0.496 0.560
H -0.802 -0.592 0.356
*
```



Molecular formula: CH3I2P
Method: DFT, the ωB97M-V functional and the def2-TZVPD basis

Results
HOMO energy	-0.3437	Ha
Kohn-Sham gap	8.6	eV
energy relative to the best compared isomer or geometry (same formula, charge and spin)	100.7	kcal per mole

ORCA input file:
```
! wB97M-V def2-TZVPD RIJCOSX def2/J DEFGRID3
* xyz 0 1
C 0.266 0.231 0.400
P -0.002 -0.270 -1.344
I 2.256 -0.399 1.058
I -1.297 -0.437 1.692
H 0.677 1.808 0.381
H -1.282 0.471 -1.397
H -0.618 -1.403 -0.791
*
```



Molecular formula: CH3I3P
Method: DFT, the ωB97M-V functional and the def2-TZVPD basis

Results
HOMO energy	-0.5045	Ha
Kohn-Sham gap	6.9	eV
energy relative to the best compared isomer or geometry (same formula, charge and spin)	34.7	kcal per mole

ORCA input file:
```
! wB97M-V def2-TZVPD RIJCOSX def2/J DEFGRID3
* xyz 1 1
C 1.026 -0.218 -0.103
P 0.323 1.053 -1.101
I -3.040 -1.704 1.004
I -2.303 -0.062 -1.013
I 0.260 2.826 0.528
H 2.085 -0.243 0.360
H 1.064 -1.209 -0.534
H 0.586 -0.444 0.858
*
```



Molecular formula: CH3IN2
Method: DFT, the ωB97M-V functional and the def2-TZVPD basis

Results
HOMO energy (spin up / spin down)	-0.2957 / -0.2958	Ha
Kohn-Sham gap (spin up / spin down)	8.2 / 8.2	eV
energy relative to the best compared isomer or geometry (same formula, charge and spin)	44.6	kcal per mole

ORCA input file:
```
! wB97M-V def2-TZVPD RIJCOSX def2/J DEFGRID3
* xyz 0 1
C 0.547 0.371 0.708
N -1.048 -0.061 -1.322
N -0.190 -0.192 -0.318
I 1.770 -1.011 1.732
H 0.314 1.269 1.068
H -1.715 0.672 -1.423
H 0.322 -1.049 -0.445
*
```



Molecular formula: CH3IN2O
Method: DFT, the ωB97M-V functional and the def2-TZVPD basis

Results
HOMO energy (spin up / spin down)	-0.3591 / -0.3507	Ha
Kohn-Sham gap (spin up / spin down)	8.4 / 7.4	eV
energy relative to the best compared isomer or geometry (same formula, charge and spin)	89.0	kcal per mole

ORCA input file:
```
! wB97M-V def2-TZVPD RIJCOSX def2/J DEFGRID3
* xyz 0 1
C -1.049 0.430 0.030
N -0.601 -0.987 0.141
N 0.588 -1.484 -0.051
O 1.731 -1.300 -0.173
I 2.815 0.918 0.159
H -0.233 1.069 -0.200
H -1.514 0.861 0.906
H -1.737 0.493 -0.812
*
```



Molecular formula: CH3IN4
Method: DFT, the ωB97M-V functional and the def2-TZVPD basis

Results
HOMO energy	-0.3288	Ha
Kohn-Sham gap	8.4	eV
energy relative to the best compared isomer or geometry (same formula, charge and spin)	50.6	kcal per mole

ORCA input file:
```
! wB97M-V def2-TZVPD RIJCOSX def2/J DEFGRID3
* xyz 0 1
C -0.250 0.001 -0.292
N 2.209 2.954 0.285
N 2.914 2.128 0.000
N 0.812 -0.112 0.356
N 3.778 1.441 -0.440
I 4.099 -0.487 0.016
H -1.234 -0.369 0.009
H -0.203 0.507 -1.249
H 0.726 -0.596 1.249
*
```



Molecular formula: CH3IN4
Method: DFT, the ωB97M-V functional and the def2-TZVPD basis

Results
HOMO energy	-0.3162	Ha
Kohn-Sham gap	8.6	eV
energy relative to the best compared isomer or geometry (same formula, charge and spin)	53.0	kcal per mole

ORCA input file:
```
! wB97M-V def2-TZVPD RIJCOSX def2/J DEFGRID3
* xyz 0 1
C -0.561 -0.084 0.662
N -0.300 1.294 0.609
N 0.560 1.505 -0.264
N 0.468 -0.696 -0.080
N 0.976 0.400 -0.833
I -2.671 -0.459 -0.142
H -0.642 -0.743 1.903
H 0.284 -1.550 -0.588
H 1.886 0.334 -1.266
*
```